Below is a molecular structure, C40H84B3O26PS11 at a distorted geometry, with properties calculated with wB97M-V/def2-TZVPD.

Each line ends with the Mulliken charge.
Positions of all 165 atoms, in Å:
O  -3.9005  -7.0038  2.7330  -0.737
P  -4.0051  -5.6562  2.1496  1.004
O  -3.7038  -4.5249  3.2143  -0.357
O  -2.8806  -5.4592  1.0132  -0.555
B  -5.8024  -5.5004  1.4167  0.299
O  -6.5132  -4.3282  1.3253  -0.210
B  -7.8746  -4.4511  1.5596  0.594
O  -8.4978  -5.6500  1.2602  -0.455
B  -7.6635  -6.7047  1.5894  0.683
S  -8.1407  -7.8984  2.8263  -0.395
O  -6.3864  -6.6783  1.0292  -0.090
H  -4.4523  -3.9106  3.2203  0.132
H  -3.0856  -6.0864  0.3159  0.346
H  -8.5091  -3.5695  2.0331  -0.173
H  -6.9115  -8.3166  3.1406  0.133
C  -1.7075  -0.8536  0.5215  -0.559
C  -2.3339  0.5290  0.7535  0.107
C  -3.6390  0.3096  1.5377  -0.983
S  -3.3994  -1.1940  2.4887  1.233
O  -4.3332  -2.1857  2.0022  -0.631
O  -3.3340  -0.8850  3.8963  -0.783
C  -1.7753  -1.5801  1.8638  -0.468
H  -0.6882  -0.7808  0.1669  0.442
H  -2.2878  -1.3998  -0.2261  0.214
H  -1.6499  1.1447  1.3399  -0.289
H  -2.5220  1.0535  -0.1788  0.352
H  -3.8608  1.1187  2.2287  0.398
H  -4.4868  0.1446  0.8761  0.342
H  -1.6689  -2.6612  1.7970  0.417
H  -1.0541  -1.1743  2.5736  0.167
C  -1.6600  -6.4879  6.8606  -0.750
C  -1.5942  -6.6882  5.3418  0.290
C  -0.3074  -6.0148  4.8511  -0.678
S  0.8467  -6.0735  6.2304  1.235
O  1.1260  -4.7214  6.6669  -0.633
O  1.9325  -6.9733  5.9240  -0.730
C  -0.2736  -6.8383  7.3950  -0.437
H  -2.4303  -7.1071  7.3168  0.458
H  -1.8915  -5.4444  7.0858  0.264
H  -1.5641  -7.7549  5.1139  0.314
H  -2.4632  -6.2735  4.8405  -0.524
H  0.1399  -6.5293  4.0049  0.403
H  -0.4672  -4.9662  4.6055  0.276
H  -0.0724  -6.4518  8.3898  0.221
H  -0.0960  -7.9128  7.3635  0.353
C  -7.2351  -5.0241  8.0156  -0.545
C  -7.4167  -3.5906  7.4947  -0.619
C  -6.5665  -3.4527  6.2247  -0.791
S  -6.4694  -5.1020  5.5150  1.097
O  -5.1041  -5.5488  5.5597  -0.515
O  -7.2210  -5.1482  4.2799  -0.731
C  -7.3931  -5.9340  6.8007  -0.836
H  -7.9600  -5.2692  8.7897  0.383
H  -6.2363  -5.1423  8.4403  0.256
H  -8.4680  -3.4211  7.2554  0.306
H  -7.1264  -2.8505  8.2380  0.334
H  -7.0081  -2.7855  5.4891  0.393
H  -5.5478  -3.1382  6.4426  0.412
H  -6.9850  -6.9327  6.9351  0.423
H  -8.4306  -5.9933  6.4729  0.332
C  2.0474  0.8651  -3.8627  -0.118
C  1.3808  -0.3706  -4.4755  -0.589
C  0.1720  -0.7218  -3.5944  -0.775
S  -0.3702  0.8285  -2.8608  1.127
O  -0.1844  0.7559  -1.4258  -0.483
O  -1.6589  1.2028  -3.3879  -0.750
C  0.9190  1.8453  -3.5617  -0.662
H  2.7785  1.3006  -4.5333  0.007
H  2.5595  0.5901  -2.9368  0.259
H  1.0490  -0.1397  -5.4890  0.244
H  2.0709  -1.2088  -4.5442  0.392
H  -0.6584  -1.1414  -4.1563  0.421
H  0.4415  -1.3904  -2.7787  0.317
H  1.1840  2.6262  -2.8525  0.610
H  0.5250  2.2884  -4.4756  0.054
C  0.0812  5.8841  -7.7108  -0.487
C  0.9756  5.3658  -8.8479  -0.944
C  2.3773  5.1402  -8.2660  -0.575
S  2.1273  4.7707  -6.5238  1.341
O  2.7146  5.8330  -5.7407  -0.675
O  2.4795  3.3964  -6.2654  -0.548
C  0.3535  4.9727  -6.5179  -0.952
H  -0.9721  5.8701  -7.9872  0.264
H  0.3547  6.9133  -7.4641  0.215
H  0.5733  4.4230  -9.2222  0.327
H  1.0119  6.0616  -9.6846  0.398
H  2.8958  4.3028  -8.7251  0.273
H  2.9958  6.0341  -8.3238  0.390
H  0.0406  5.3878  -5.5667  0.615
H  -0.0927  3.9889  -6.6588  0.333
C  -3.8508  8.3364  -4.2587  -0.576
C  -3.4683  8.9636  -5.6067  -0.734
C  -2.7040  7.8999  -6.4054  -0.454
S  -3.3194  6.3063  -5.8309  1.082
O  -2.2448  5.6072  -5.1718  -0.560
O  -4.0746  5.6721  -6.8787  -0.700
C  -4.4252  6.9618  -4.5862  -0.720
H  -4.5708  8.9474  -3.7176  0.358
H  -2.9635  8.2285  -3.6319  0.289
H  -4.3732  9.2495  -6.1455  0.302
H  -2.8660  9.8611  -5.4789  0.341
H  -2.8792  7.9698  -7.4757  0.432
H  -1.6357  7.9287  -6.2010  0.198
H  -4.4481  6.2772  -3.7419  0.407
H  -5.4137  7.0365  -5.0377  0.348
C  6.9625  5.6496  -4.3072  -0.733
C  8.2226  6.3526  -4.8333  -0.630
C  8.3938  5.9444  -6.3031  -0.696
S  6.7372  5.5928  -6.9145  1.112
O  6.6584  4.1894  -7.2523  -0.583
O  6.3497  6.5978  -7.8725  -0.714
C  5.8884  5.8664  -5.3686  -0.106
H  6.6493  6.0444  -3.3427  0.399
H  7.1557  4.5816  -4.1867  0.293
H  8.0917  7.4338  -4.7646  0.288
H  9.1056  6.0922  -4.2521  0.352
H  8.8240  6.7336  -6.9136  0.333
H  8.9790  5.0333  -6.4092  0.346
H  5.0482  5.1837  -5.2920  -0.027
H  5.5294  6.8942  -5.3674  0.338
C  4.0034  -4.4820  10.0470  -0.491
C  3.3344  -3.1004  10.0337  -0.656
C  1.8233  -3.3250  10.1679  -0.476
S  1.6282  -4.8606  11.0824  1.061
O  1.0160  -5.8237  10.2038  -0.633
O  1.0816  -4.6017  12.3893  -0.702
C  3.3715  -5.2439  11.2087  -0.756
H  5.0836  -4.4093  10.1627  0.340
H  3.7982  -5.0002  9.1083  0.260
H  3.6980  -2.5086  10.8763  0.313
H  3.5646  -2.5519  9.1222  0.330
H  1.3228  -2.5330  10.7187  0.346
H  1.3477  -3.4666  9.1979  0.235
H  3.5006  -6.3219  11.1525  0.402
H  3.7167  -4.8732  12.1733  0.357
C  6.2773  -0.5334  -8.8136  -0.654
C  6.4561  0.9766  -8.5922  -0.660
C  5.1552  1.5092  -7.9814  -0.260
S  4.4326  0.1350  -7.0784  1.419
O  3.1826  -0.2336  -7.6969  -0.730
O  4.5081  0.4003  -5.6625  -0.711
C  5.6750  -1.0769  -7.5210  -0.879
H  7.2203  -1.0248  -9.0483  0.369
H  5.5906  -0.7095  -9.6442  0.289
H  7.2830  1.1518  -7.9021  0.251
H  6.6900  1.4971  -9.5188  0.380
H  5.3236  2.3312  -7.2921  0.192
H  4.4363  1.8052  -8.7426  0.223
H  5.2006  -2.0497  -7.6253  0.430
H  6.4088  -1.0991  -6.7162  0.354
C  2.0524  0.8228  2.8671  -0.791
C  1.9164  1.2271  4.3421  -0.574
C  2.3629  2.6915  4.4574  -0.726
S  2.0203  3.4482  2.8589  1.140
O  3.2694  3.8308  2.2513  -0.678
O  0.9462  4.3982  2.9898  -0.671
C  1.4265  1.9593  2.0659  -0.113
H  1.5619  -0.1273  2.6602  0.330
H  3.1070  0.7203  2.6042  0.368
H  0.8736  1.1339  4.6509  0.256
H  2.5080  0.5856  4.9927  0.391
H  1.8163  3.2405  5.2193  0.388
H  3.4328  2.7802  4.6331  0.356
H  1.7154  1.9706  1.0176  0.426
H  0.3413  1.9529  2.1572  -0.200

**Net charge**: 0
**Orbital gap**: 10.039 eV
**Molecular weight**: 1397.2 g/mol
**Energy relative to the best compared isomer or geometry (same formula, charge and spin)**: 0.0 kcal per mole

Below is 3 unconnected molecules or ions with the total composition C15H16FINO10S, with properties calculated with wB97M-V/def2-TZVPD.

Each line ends with the natural charge from an NBO analysis.
Positions of all 45 atoms, in Å:
C  -0.2525  -3.3221  -5.2867  -0.622
C  -0.4689  -2.1436  -4.3441  -0.467
C  0.5841  -1.8510  -3.2838  -0.189
I  2.6008  -2.1858  -3.8492  0.218
N  0.3160  -2.5172  -1.9343  -0.793
S  0.0097  -4.2730  -1.7678  2.539
O  0.2042  -4.4296  -0.3923  -0.846
O  -1.1985  -4.5208  -2.4237  -0.828
F  1.1718  -4.8713  -2.5472  -0.412
H  0.6031  -3.1682  -5.9404  0.229
H  -1.1244  -3.3835  -5.9383  0.245
H  -0.1893  -4.2858  -4.7894  0.212
H  -0.5075  -1.2414  -4.9560  0.251
H  -1.4502  -2.2292  -3.8711  0.234
H  0.5567  -0.7909  -3.0442  0.255
H  -0.5219  -2.0975  -1.4959  0.489
H  1.0922  -2.2919  -1.2998  0.474
C  -1.1615  -2.2333  1.5258  -0.444
C  -1.8082  -2.5782  2.6531  0.388
C  -2.5164  -1.5295  3.4929  0.467
O  -3.0851  -1.9303  4.4847  -0.496
C  -2.4655  -0.1430  3.0616  -0.394
C  -1.8206  0.1778  1.9291  0.381
C  -1.1436  -0.8733  1.0920  0.483
O  -0.6037  -0.5307  0.0365  -0.658
O  -1.7326  1.4130  1.4617  -0.639
O  -1.8853  -3.7989  3.1187  -0.596
H  -0.6529  -2.9209  0.8761  0.225
H  -2.9617  0.5962  3.6742  0.259
H  -1.2085  1.3873  0.6388  0.516
H  -2.4125  -3.7531  3.9438  0.520
C  2.9888  5.3667  1.4581  -0.389
C  2.4128  5.6345  2.6415  0.333
C  1.1005  5.0064  3.0595  0.477
O  0.6733  5.2986  4.1574  -0.520
C  0.4348  4.1034  2.1366  -0.386
C  1.0148  3.8472  0.9600  0.319
C  2.3354  4.4538  0.5520  0.472
O  2.7652  4.1206  -0.5395  -0.553
O  0.5035  3.0401  0.0336  -0.663
O  2.9278  6.4528  3.5375  -0.611
H  3.9267  5.8080  1.1527  0.250
H  -0.5098  3.6696  2.4338  0.249
H  1.1465  3.0561  -0.7047  0.510
H  2.3126  6.4617  4.2968  0.512

**Net charge**: +1
**Orbital gap**: 7.240 eV
**Molecular weight**: 548.3 g/mol

Below is a molecular structure, C20H15ClNO8S7V, with properties calculated with wB97M-V/def2-TZVPD.

Each line ends with the natural charge from an NBO analysis.
Positions of all 53 atoms, in Å:
V  1.7332  -1.7588  -0.8297  0.856
S  3.1337  -0.8973  -2.5259  -0.152
C  2.8264  -2.5960  -2.3147  -0.601
S  1.2949  -3.3004  -2.7097  -0.194
S  3.7114  -3.4211  -1.0385  -0.331
O  -3.5740  -0.2476  0.2431  -0.792
Cl  -2.1890  -0.2344  -0.3530  1.205
O  -1.7150  -2.2302  2.1949  -0.495
O  -3.2487  -1.8737  -2.0728  -0.463
O  0.3816  -0.8811  -0.9200  -0.759
O  0.3119  -2.8221  1.2457  -0.527
C  -0.7022  -2.5279  1.7235  1.059
C  -2.8405  -2.9523  -1.3086  0.052
C  -1.6170  -3.5345  -1.2788  -0.272
C  -1.6310  -4.6910  -0.4498  -0.263
C  -2.8522  -4.9322  0.1031  -0.444
S  -4.0084  -3.7434  -0.3333  0.441
C  -1.5501  1.3849  -0.0847  -0.348
C  -0.3966  1.9494  -0.5212  -0.212
C  -0.2414  3.2258  0.0765  -0.249
C  -1.2413  3.5353  0.9480  -0.382
S  -2.4301  2.3163  1.0555  0.515
C  -2.3539  -0.9113  -2.2307  0.330
C  -1.7003  -0.4252  -3.2624  -0.216
C  -1.1900  0.8901  -3.5222  -0.428
C  -1.9365  2.0136  -3.3080  -0.277
S  -3.4360  2.1769  -2.5254  -0.417
H  -0.7544  -3.1426  -1.8052  0.267
H  -0.7602  -5.3072  -0.2774  0.238
H  -3.1300  -5.7268  0.7762  0.227
H  0.2680  1.4847  -1.2302  0.273
H  0.6028  3.8790  -0.0836  0.252
H  -1.2976  4.4078  1.5815  0.272
H  -1.6251  -1.1807  -4.0483  0.244
H  -0.2875  0.9484  -4.1179  0.217
H  -1.5034  2.9206  -3.7304  0.183
N  2.7918  -1.1013  0.9411  -0.843
C  2.4651  0.1771  1.5180  0.217
C  1.4446  0.2866  2.4479  -0.283
C  1.1238  1.5263  2.9859  -0.175
C  1.8212  2.6569  2.5965  -0.320
C  2.8406  2.5416  1.6600  -0.174
C  3.1628  1.3088  1.1168  -0.268
S  1.3921  4.2780  3.2383  2.417
O  2.5722  4.6975  3.9803  -1.021
O  1.1367  5.0711  2.0397  -1.035
O  0.2101  4.0460  4.0578  -1.031
H  3.7390  -1.1237  0.5693  0.430
H  2.7324  -1.8509  1.6243  0.395
H  0.8932  -0.5968  2.7510  0.191
H  0.3153  1.6362  3.6967  0.244
H  3.3683  3.4335  1.3460  0.230
H  3.9394  1.2181  0.3653  0.215

**Net charge**: -2
**Orbital gap (alpha / beta)**: 5.806 / 5.804 eV
**Molecular weight**: 708.2 g/mol

Below is 2 unconnected molecules or ions with the total composition C4H6BrClO at a distorted geometry, with properties calculated with wB97M-V/def2-TZVPD.

Each line ends with the natural charge from an NBO analysis.
Positions of all 13 atoms, in Å:
C  -0.5880  -0.4099  0.5759  0.022
C  -0.0499  0.1299  -0.6676  0.188
C  -1.3541  -1.7092  0.6686  -0.652
C  1.5672  1.7723  -0.6787  -0.457
O  -1.1419  0.7514  -0.1097  -0.445
Cl  1.2897  2.7582  0.8368  -0.049
Br  3.3276  1.2818  -0.8862  0.099
H  -0.0543  -0.2923  1.4214  0.187
H  0.1326  -0.3929  -1.6254  0.201
H  -2.2650  -1.8186  0.0395  0.238
H  -1.4288  -1.9079  1.7607  0.226
H  -0.6590  -2.4901  0.2986  0.223
H  1.2239  2.3273  -1.6341  0.219

**Net charge**: 0
**Orbital gap**: 9.017 eV
**Molecular weight**: 185.4 g/mol
**Energy relative to the best compared isomer or geometry (same formula, charge and spin)**: 82.7 kcal per mole